1.
Molecular formula: C37H29ClN4O6Y
Method: DFT, ωB97M-V with the def2-TZVPD basis set

Output
net charge: +1
spin multiplicity: 1
lowest unoccupied orbital energy (alpha / beta): -3.446 / -4.497 eV
orbital gap (alpha / beta): 0.2552 / 0.1671 Ha

```
78
Properties=species:S:1:pos:R:3:forces:R:3:lowdin_charge:R:1
Y 0.187 0.008 0.581 -0.35 -0.26 0.11 1.565
O 1.228 5.511 -1.783 0.00 0.00 0.00 0.107
C -0.053 5.699 -1.414 0.02 -0.01 0.02 -0.493
O -0.678 6.661 -1.758 0.01 -0.01 0.00 0.137
C -0.622 4.601 -0.569 -0.08 0.01 -0.04 -0.138
C 0.130 3.986 0.415 0.01 -0.05 0.05 -0.011
C -0.371 2.867 1.067 0.04 0.02 0.01 -0.074
C -1.593 2.301 0.676 -0.03 0.06 -0.09 -0.310
C -2.395 2.997 -0.241 -0.02 -0.03 0.01 -0.001
C -1.916 4.146 -0.833 0.04 0.03 0.04 0.012
N -1.804 0.986 1.073 0.04 0.00 -0.05 -0.111
C -2.977 0.338 0.967 0.04 -0.01 0.01 -0.100
C -2.930 -1.067 0.858 0.03 -0.01 -0.05 -0.278
C -4.092 -1.871 0.870 0.02 -0.04 0.00 -0.017
C -3.983 -3.230 0.754 0.04 0.05 0.01 -0.050
C -2.707 -3.807 0.631 0.01 0.01 0.00 -0.053
C -1.614 -2.976 0.615 -0.06 -0.03 0.01 -0.145
N -1.685 -1.637 0.712 0.19 0.20 0.03 -0.006
H 1.484 4.572 -1.685 -0.01 0.03 -0.02 0.069
H 1.110 4.368 0.672 0.00 0.01 0.00 0.134
H 0.180 2.439 1.902 -0.01 0.00 0.00 0.092
H -3.347 2.585 -0.549 0.00 0.00 0.00 0.114
H -2.509 4.673 -1.570 0.00 -0.01 0.00 0.133
H -3.926 0.864 0.956 -0.01 -0.01 0.02 0.126
H -5.056 -1.391 0.975 -0.01 -0.01 0.00 0.119
H -4.867 -3.853 0.762 0.00 0.00 0.00 0.115
H -2.572 -4.875 0.542 -0.02 -0.01 0.00 0.107
H -0.619 -3.393 0.512 -0.06 0.02 0.02 0.081
N 0.259 -0.336 3.082 0.10 -0.11 0.03 0.030
C 1.519 -0.018 3.722 -0.03 0.02 0.00 -0.230
C 1.773 -0.297 5.035 0.00 0.00 -0.01 -0.002
C 3.009 0.046 5.621 0.04 0.03 -0.04 -0.045
C 3.965 0.683 4.882 -0.04 -0.02 0.04 -0.009
C 3.731 0.985 3.521 -0.01 0.00 -0.02 -0.138
C 4.677 1.656 2.711 -0.03 -0.01 -0.03 0.025
C 4.381 1.921 1.406 0.03 0.01 0.05 -0.007
C 3.146 1.495 0.885 -0.01 0.01 -0.02 -0.087
N 2.242 0.855 1.604 0.12 0.10 0.13 0.004
C 2.507 0.615 2.928 -0.01 -0.04 -0.01 -0.165
H -0.464 0.333 3.349 0.01 0.01 0.00 0.105
H -0.080 -1.240 3.398 0.00 0.00 -0.02 0.108
H 1.011 -0.777 5.638 0.00 0.00 -0.01 0.124
H 3.184 -0.188 6.661 0.01 0.00 0.00 0.117
H 4.910 0.966 5.326 0.00 0.00 0.00 0.125
H 5.623 1.959 3.142 0.00 0.00 0.00 0.131
H 5.072 2.445 0.762 0.00 0.00 -0.01 0.121
H 2.888 1.704 -0.149 -0.01 -0.01 -0.01 0.099
O 1.755 2.665 -1.852 -0.03 -0.04 0.03 0.039
C 0.847 1.854 -2.000 0.04 0.09 -0.19 -0.528
O 0.799 0.737 -1.315 -0.09 0.05 0.02 -0.233
C -0.273 2.092 -2.954 0.01 -0.02 0.02 -0.136
C -1.394 1.272 -2.955 0.03 0.01 0.01 -0.032
C -2.497 1.539 -3.769 -0.02 -0.01 0.00 0.029
C -2.414 2.650 -4.571 0.01 0.02 -0.02 -0.207
O -3.323 3.112 -5.465 0.00 -0.03 0.01 0.050
C -2.822 4.383 -5.900 -0.02 0.04 -0.02 -0.106
O -1.451 4.445 -5.521 0.02 0.00 0.01 0.054
C -1.284 3.462 -4.592 0.00 -0.02 0.01 -0.191
C -0.198 3.214 -3.800 0.03 -0.01 0.02 0.087
H -1.428 0.415 -2.295 0.00 -0.01 -0.01 0.102
H -3.373 0.906 -3.773 0.00 0.00 0.00 0.124
H -3.379 5.179 -5.398 0.01 -0.01 0.01 0.143
H -2.906 4.453 -6.982 0.01 -0.01 0.00 0.143
H 0.680 3.843 -3.819 -0.01 0.01 -0.01 0.137
Cl -1.051 -5.967 -2.797 0.00 -0.01 0.00 0.730
C -0.052 -4.778 -2.061 0.00 0.01 0.00 -0.663
C -0.057 -3.474 -2.556 -0.02 -0.01 -0.03 -0.081
C 0.730 -2.518 -1.961 0.06 0.03 0.03 -0.031
C 1.528 -2.831 -0.823 -0.01 0.04 -0.02 -0.330
C 2.288 -1.842 -0.180 -0.04 -0.11 -0.08 0.016
C 1.522 -4.175 -0.362 0.02 0.00 0.04 -0.042
C 0.754 -5.133 -0.977 0.00 -0.03 0.01 -0.098
H -0.672 -3.230 -3.412 0.00 0.00 0.00 0.118
H 0.752 -1.508 -2.353 -0.02 -0.01 -0.01 0.108
H 2.914 -2.104 0.664 0.03 0.06 0.00 0.077
H 2.455 -0.897 -0.686 0.04 0.02 0.06 0.048
H 2.143 -4.443 0.484 0.00 -0.01 -0.01 0.124
H 0.760 -6.157 -0.630 0.00 0.00 0.00 0.117
```
Positions in Å, forces in eV/Å.

2.
Molecular formula: C37H30AlClIN2OP2Se
Method: DFT, ωB97M-V with the def2-TZVPD basis set

Output
net charge: +1
spin multiplicity: 1
lowest unoccupied orbital energy: -3.407 eV
orbital gap: 0.2653 Ha

```
76
Properties=species:S:1:pos:R:3:forces:R:3:lowdin_charge:R:1
Al 0.348 -1.043 0.730 -0.09 0.25 0.09 -0.128
Cl 7.049 -1.336 0.933 0.01 0.00 0.01 0.730
C 5.365 -1.681 0.742 0.01 0.00 -0.03 -0.607
C 4.967 -2.843 0.146 0.02 0.00 0.00 -0.144
C 3.601 -3.151 -0.038 -0.01 0.02 0.01 -0.631
I 3.051 -4.940 -0.921 -0.01 0.00 -0.01 1.000
C 2.626 -2.275 0.377 -0.01 -0.02 0.03 -0.386
O 1.320 -2.468 0.264 -0.02 -0.04 -0.06 -0.153
C 3.051 -1.059 0.985 0.01 0.03 -0.05 -0.127
N 2.044 -0.203 1.340 0.03 -0.02 0.05 0.073
C 2.340 0.937 1.938 -0.02 -0.03 0.00 -0.066
C 3.660 1.315 2.200 -0.01 0.01 -0.01 -0.010
C 4.686 0.486 1.822 0.01 0.00 0.00 0.020
C 4.405 -0.742 1.194 -0.03 0.02 -0.02 -0.162
H 5.714 -3.547 -0.192 0.00 0.00 0.00 0.104
H 1.505 1.561 2.228 0.01 0.01 0.01 0.099
H 3.855 2.255 2.696 0.00 0.00 0.00 0.118
H 5.716 0.763 2.006 0.00 0.00 0.00 0.106
C -0.539 2.690 -1.122 -0.01 -0.02 -0.01 -0.274
C -0.817 2.695 0.385 0.01 -0.04 0.00 -0.309
P -1.536 1.070 0.839 0.04 0.09 0.04 1.032
C -1.538 0.895 2.624 -0.03 -0.04 0.00 -0.458
C -0.885 1.658 3.510 0.02 0.00 0.01 -0.092
C -0.657 1.190 4.876 -0.01 -0.01 0.02 -0.067
C -1.329 0.145 5.353 0.00 0.01 -0.01 -0.030
C -2.441 -0.449 4.523 -0.01 0.00 0.00 -0.322
C -2.126 -0.431 3.020 0.01 0.03 -0.01 -0.587
C -3.296 1.272 0.428 0.00 -0.05 -0.06 -0.344
C -3.805 0.779 -0.769 -0.02 -0.01 0.00 -0.075
C -5.141 0.977 -1.093 0.00 0.00 0.00 -0.060
C -5.974 1.658 -0.220 0.01 -0.01 0.00 -0.062
C -5.473 2.149 0.980 0.00 0.00 0.01 -0.062
C -4.140 1.959 1.302 0.00 0.02 0.02 -0.083
C 0.660 1.826 -1.532 0.01 0.02 0.00 -0.305
P 0.534 -0.009 -1.480 0.01 -0.13 -0.03 1.048
C -0.863 -0.511 -2.498 0.01 0.04 -0.07 -0.384
C -1.533 -1.686 -2.162 -0.01 -0.02 0.01 -0.102
C -2.606 -2.121 -2.926 0.00 0.00 0.00 -0.056
C -3.018 -1.376 -4.021 -0.01 0.01 0.00 -0.058
C -2.352 -0.205 -4.365 -0.01 0.00 0.01 -0.057
C -1.273 0.225 -3.610 -0.01 -0.02 0.02 -0.075
C 2.035 -0.552 -2.341 0.06 0.09 0.04 -0.330
C 2.015 -1.677 -3.160 0.00 -0.01 0.00 -0.073
C 3.196 -2.156 -3.709 -0.03 -0.01 0.00 -0.077
C 4.399 -1.522 -3.442 0.02 0.01 0.01 -0.060
C 4.426 -0.399 -2.626 0.01 -0.02 0.00 -0.064
C 3.251 0.084 -2.075 -0.02 -0.02 0.01 -0.093
H -0.326 3.711 -1.445 0.00 0.00 0.01 0.120
H -1.438 2.384 -1.665 0.01 0.00 -0.01 0.096
H -1.507 3.497 0.657 0.00 0.00 -0.01 0.100
H 0.115 2.858 0.933 0.00 -0.02 0.00 0.073
H -0.451 2.604 3.207 0.02 0.01 0.00 0.104
H 0.086 1.690 5.483 0.00 0.00 -0.01 0.112
H -1.158 -0.244 6.347 0.00 0.00 0.00 0.124
H -3.318 0.202 4.655 0.00 -0.01 0.00 0.167
H -3.055 -0.611 2.480 0.00 0.01 0.01 0.095
H -3.167 0.231 -1.450 0.02 -0.01 -0.01 0.072
H -5.529 0.589 -2.026 0.00 0.00 0.00 0.109
H -7.017 1.804 -0.469 0.00 0.00 0.00 0.112
H -6.122 2.677 1.665 0.00 0.00 0.00 0.112
H -3.754 2.342 2.241 0.00 0.00 -0.01 0.110
H 1.514 2.079 -0.897 0.01 0.01 -0.02 0.078
H 0.966 2.067 -2.553 -0.01 0.02 0.00 0.098
H -1.222 -2.276 -1.305 0.01 0.00 0.00 0.101
H -3.120 -3.035 -2.661 0.00 0.00 0.00 0.118
H -3.860 -1.709 -4.614 0.00 0.00 0.00 0.114
H -2.673 0.370 -5.223 0.00 0.00 0.00 0.114
H -0.751 1.132 -3.891 0.00 0.01 -0.01 0.112
H 1.082 -2.185 -3.369 -0.01 -0.01 0.00 0.111
H 3.172 -3.031 -4.345 0.00 -0.01 0.00 0.112
H 5.317 -1.900 -3.872 0.00 0.00 0.00 0.115
H 5.364 0.099 -2.417 0.00 0.00 0.00 0.115
H 3.293 0.957 -1.434 0.00 0.00 0.01 0.101
Se -0.918 -1.914 2.486 0.03 -0.16 0.01 0.885
C -2.842 -1.780 4.987 0.03 0.00 0.00 -0.226
N -3.157 -2.818 5.358 -0.01 0.01 0.00 0.187
```
Positions in Å, forces in eV/Å.

Number 1: DFT total energy -2596.3165 Eh, molecular weight 750.020 g/mol. Number 2: DFT total energy -5697.1164 Eh, molecular weight 848.907 g/mol.